Entry 1:
# C19H13N3O

C19H13N3O in the gas phase (ωB97M-V/def2-TZVPD, the Open Molecules 2025 dataset).

```
! RIJCOSX wB97M-V def2-TZVPD def2/J DEFGRID3
* xyz 0 1
C 2.03 1.67 -0.79
C 0.91 0.99 -0.39
C 0.70 0.82 1.07
C -0.48 1.25 1.69
N -0.67 1.21 2.99
C 0.22 0.63 3.77
C -0.07 0.52 5.13
C 0.92 0.03 6.00
C 2.10 -0.48 5.52
C 2.37 -0.46 4.13
C 1.42 0.09 3.26
C 1.65 0.19 1.86
C 0.02 0.41 -1.42
N -0.99 -0.34 -0.93
C -1.81 -0.88 -1.79
O -2.80 -1.61 -1.24
C -1.68 -0.74 -3.11
C -2.53 -1.40 -4.04
C -2.26 -1.32 -5.40
C -1.20 -0.53 -5.91
C -0.39 0.16 -4.94
C -0.62 0.01 -3.59
N 0.20 0.60 -2.73
H 2.29 1.74 -1.81
H 2.77 2.12 -0.15
H -1.27 1.67 1.08
H -0.99 0.86 5.58
H 0.75 -0.07 7.06
H 2.84 -0.90 6.20
H 3.32 -0.91 3.75
H 2.60 -0.18 1.48
H -2.57 -1.63 -0.30
H -3.37 -2.01 -3.65
H -2.86 -1.86 -6.13
H -1.03 -0.43 -6.98
H 0.48 0.76 -5.25
*
```

The molar mass comes out at 299.333 g/mol. The LUMO energy is -0.0097 Eh. The structure (SMILES) is C=C(c1cnc2ccccc2c1)c1nc(O)c2ccccc2n1. As for the energy relative to the best compared isomer or geometry (same formula, charge and spin): 0.249 eV.

Entry 2:
# C19H14BrClN4O2S

C19H14BrClN4O2S in the gas phase (ωB97M-V/def2-TZVPD, the Open Molecules 2025 dataset).

```
! RIJCOSX wB97M-V def2-TZVPD def2/J DEFGRID3
* xyz 0 1
C 5.25 2.59 0.68
S 4.15 3.89 0.12
O 4.88 4.69 -0.86
O 3.71 4.62 1.34
C 2.77 2.97 -0.62
C 2.90 2.43 -1.92
C 1.82 1.71 -2.46
C 0.71 1.40 -1.67
N -0.29 0.63 -2.20
C -1.11 -0.36 -1.59
C -0.94 -0.83 -0.30
C -1.94 -1.83 0.28
C -1.73 -2.25 1.73
C -1.53 -1.28 2.70
C -1.35 -1.66 4.06
C -1.47 -2.98 4.45
C -1.76 -3.93 3.48
C -1.89 -3.59 2.14
Cl -2.28 -4.86 1.01
N -2.97 -2.26 -0.39
C -3.10 -1.72 -1.69
C -4.10 -1.99 -2.57
Br -5.62 -3.15 -2.40
C -3.74 -1.21 -3.74
N -2.65 -0.53 -3.57
N -2.20 -0.86 -2.32
C 0.61 1.92 -0.39
C 1.60 2.76 0.13
H 5.62 2.04 -0.20
H 6.08 3.06 1.15
H 4.77 1.92 1.40
H 3.80 2.57 -2.50
H 1.86 1.37 -3.47
H -0.49 0.71 -3.21
H -0.12 -0.53 0.31
H -1.51 -0.23 2.43
H -1.18 -0.87 4.79
H -1.32 -3.27 5.47
H -1.92 -4.98 3.75
H -4.40 -1.11 -4.59
H -0.31 1.73 0.18
H 1.43 3.27 1.09
*
```

The molar mass comes out at 477.771 g/mol. The LUMO energy is -0.0085 Eh. The structure (SMILES) is CS(=O)(=O)c1ccc(Nc2cc(-c3ccccc3Cl)nc3c(Br)cnn23)cc1. As for the energy relative to the best compared isomer or geometry (same formula, charge and spin): 0.282 eV.

Entry 3:
# C19H14BrN4O2PdSSe4

A molecular structure, C19H14BrN4O2PdSSe4 (ωB97M-V/def2-TZVPD, the Open Molecules 2025 dataset).

```
! RIJCOSX wB97M-V def2-TZVPD def2/J DEFGRID3
* xyz -1 1
Pd -1.19 1.39 0.21
Se -1.60 3.82 -1.95
Se -3.73 3.98 -2.73
Se -4.01 3.92 1.04
Se -1.82 3.67 0.56
Br 3.23 -1.43 1.19
C 2.20 -2.63 0.13
C 2.85 -3.73 -0.41
C 2.15 -4.61 -1.21
C 0.80 -4.39 -1.47
C 0.17 -3.28 -0.93
C 0.86 -2.39 -0.11
C 0.10 -1.22 0.50
O 0.12 -1.05 1.70
O -0.50 -0.51 -0.38
H 3.90 -3.88 -0.21
H 2.65 -5.48 -1.62
H 0.25 -5.07 -2.10
H -0.87 -3.08 -1.15
N 5.55 1.06 -0.31
C 5.01 2.20 0.15
S 5.89 3.47 0.71
C 3.52 2.19 0.14
C 2.80 2.55 1.27
C 1.43 2.41 1.24
N 0.78 1.98 0.16
C 1.46 1.70 -0.95
C 2.84 1.78 -1.00
H 6.55 0.95 -0.27
H 4.97 0.23 -0.42
H 3.30 2.89 2.16
H 0.82 2.64 2.10
H 0.87 1.38 -1.81
H 3.36 1.53 -1.91
N -4.96 -2.95 2.85
C -4.78 -2.05 2.15
C -4.56 -0.95 1.26
C -5.60 -0.46 0.46
C -5.34 0.59 -0.38
C -4.07 1.16 -0.39
N -3.09 0.67 0.36
C -3.31 -0.37 1.18
H -6.58 -0.92 0.51
H -6.11 1.01 -1.02
H -3.84 1.99 -1.05
H -2.46 -0.72 1.76
*
```

The molar mass comes out at 864.578 g/mol. The LUMO energy is 0.0500 Eh. As for the energy relative to the best compared isomer or geometry (same formula, charge and spin): 0.000 eV.

Entry 4:
# C19H14Cl2FeO3Zn

A molecular structure, C19H14Cl2FeO3Zn (ωB97M-V/def2-TZVPD, the Open Molecules 2025 dataset).

```
! RIJCOSX wB97M-V def2-TZVPD def2/J DEFGRID3
* xyz 0 1
Cl -0.10 -6.52 3.21
Zn 1.85 -5.81 2.75
Cl 3.75 -4.98 2.34
C -0.57 -1.44 2.58
C -0.87 -1.29 1.25
C -0.06 -0.15 0.60
C 1.01 0.05 1.73
C 0.61 -0.63 2.89
C 1.29 -0.49 4.11
C 2.47 0.25 4.15
C 2.97 0.80 2.96
C 2.24 0.71 1.75
H -1.03 -2.07 3.33
H -1.64 -1.86 0.72
H 0.37 -0.33 -0.40
H 0.90 -0.98 5.00
H 3.01 0.38 5.09
H 3.92 1.34 2.99
H 2.62 1.19 0.85
O -0.89 0.10 -6.35
C -1.00 0.46 -5.25
Fe -1.20 0.44 -3.52
C -1.88 -1.20 -3.22
O -2.21 -2.30 -3.08
C 0.32 -0.27 -3.00
O 1.27 -0.95 -3.04
C -0.98 1.03 0.26
C -0.16 2.20 -0.33
C 0.10 2.49 -1.61
C -0.62 2.40 -2.86
C -2.02 2.22 -2.91
C -2.59 1.37 -1.91
C -2.00 0.66 -0.85
H -1.50 1.17 1.23
H 0.45 2.69 0.44
H 1.09 2.94 -1.77
H -0.13 2.84 -3.75
H -2.63 2.65 -3.70
H -3.66 1.20 -2.04
H -2.49 -0.31 -0.65
*
```

The molar mass comes out at 482.459 g/mol. The LUMO energy is -0.0291 Eh. As for the energy relative to the best compared isomer or geometry (same formula, charge and spin): 0.000 eV.

Entry 5:
# C19H14Cl2N4O3Pb

A molecular structure, C19H14Cl2N4O3Pb (ωB97M-V/def2-TZVPD, the Open Molecules 2025 dataset).

```
! RIJCOSX wB97M-V def2-TZVPD def2/J DEFGRID3
* xyz 2 1
Pb 0.26 -0.25 -1.27
Cl -3.18 -2.99 4.30
C -2.74 -1.93 3.07
C -1.43 -1.82 2.65
C -1.07 -1.00 1.56
N 0.14 -0.80 1.08
C 1.32 -1.13 1.74
O 1.39 -1.71 2.79
C 2.54 -0.61 1.04
C 3.77 -0.76 1.68
C 4.91 -0.28 1.06
C 4.78 0.35 -0.17
C 3.52 0.46 -0.74
N 2.43 -0.02 -0.16
C -2.14 -0.21 0.88
C -3.45 -0.28 1.40
C -3.78 -1.13 2.42
Cl -5.38 -1.31 2.92
N -1.73 0.52 -0.13
C -2.42 1.65 -0.61
O -3.53 1.97 -0.29
C -1.58 2.48 -1.53
C -2.12 3.67 -2.00
C -1.36 4.47 -2.85
C -0.07 4.06 -3.16
C 0.39 2.86 -2.65
N -0.34 2.08 -1.85
H -0.66 -2.38 3.15
H 3.79 -1.24 2.64
H 5.88 -0.39 1.53
H 5.65 0.75 -0.69
H 3.39 0.94 -1.70
H -4.22 0.32 0.93
H -3.12 3.95 -1.70
H -1.77 5.39 -3.24
H 0.56 4.66 -3.80
H 1.38 2.50 -2.89
C 0.30 -4.00 -0.79
O -0.55 -2.86 -0.94
H 0.39 -4.55 -1.73
H -0.09 -4.66 -0.01
H 1.28 -3.64 -0.50
H -1.33 -3.14 -1.44
*
```

The molar mass comes out at 624.452 g/mol. The LUMO energy is -0.3402 Eh.

Entry 6:
# C19H14ClHgN8O4

A molecular structure, C19H14ClHgN8O4 (ωB97M-V/def2-TZVPD, the Open Molecules 2025 dataset).

```
! RIJCOSX wB97M-V def2-TZVPD def2/J DEFGRID3
* xyz 0 2
Hg -0.08 -0.13 0.09
N 3.30 -0.47 -0.46
C 2.64 -1.64 -0.62
N 3.36 -2.74 -0.70
C 2.64 -3.87 -0.88
N 3.35 -5.02 -0.95
N 1.33 -3.96 -0.98
C 0.65 -2.80 -0.87
N 1.30 -1.59 -0.69
C -0.77 -2.81 -0.87
C -1.48 -4.02 -1.06
C -2.84 -4.04 -0.99
C -3.54 -2.83 -0.74
C -2.82 -1.68 -0.57
N -1.47 -1.63 -0.62
H 4.30 -0.51 -0.39
H 2.81 0.40 -0.40
H 4.34 -4.98 -0.78
H 2.86 -5.89 -1.00
H -0.90 -4.90 -1.25
H -3.39 -4.96 -1.13
H -4.61 -2.80 -0.69
H -3.32 -0.74 -0.39
O 0.06 4.12 4.16
C -0.26 3.04 4.84
O -0.62 3.09 5.99
C -0.14 1.73 4.12
C -0.36 0.49 4.69
Cl -0.89 0.18 6.27
N -0.14 -0.47 3.75
N 0.17 0.12 2.57
C 0.18 1.43 2.78
C 0.52 2.34 1.62
O 0.71 3.54 1.84
O 0.64 1.81 0.46
C -0.10 -1.90 3.86
C 0.02 -2.55 5.09
C 0.07 -3.93 5.13
C 0.01 -4.69 3.98
C -0.09 -4.05 2.75
C -0.14 -2.67 2.70
H 0.38 3.92 3.24
H 0.10 -1.99 6.01
H 0.17 -4.42 6.10
H 0.05 -5.77 4.03
H -0.12 -4.61 1.83
H -0.22 -2.19 1.75
*
```

The molar mass comes out at 654.416 g/mol. The LUMO energy (alpha / beta) is -0.0082 / -0.0180 Eh. Its expectation value of S² is 0.7619.

Entry 7:
# C19H14ClI2NO2Se4V

A molecular structure, C19H14ClI2NO2Se4V (ωB97M-V/def2-TZVPD, the Open Molecules 2025 dataset).

```
! RIJCOSX wB97M-V def2-TZVPD def2/J DEFGRID3
* xyz -2 2
V -0.06 0.38 0.24
Cl -1.26 7.38 1.13
C -1.23 5.67 0.73
C -2.28 5.14 -0.04
C -2.27 3.80 -0.36
C -1.23 2.95 0.08
O -1.29 1.69 -0.26
C -0.18 3.50 0.85
C 0.94 2.75 1.38
O 1.11 1.53 1.25
C -0.21 4.88 1.16
H -3.07 5.78 -0.38
H -3.05 3.36 -0.96
H 1.69 3.31 1.95
H 0.59 5.30 1.75
I -2.95 1.16 -3.52
C -1.01 0.81 -4.10
I 1.52 0.85 -2.01
H -0.54 1.62 -4.65
H -0.78 -0.22 -4.31
Se 0.90 -3.65 0.59
Se 2.68 -4.98 1.30
Se 1.72 -1.15 3.48
Se 1.67 -1.39 1.14
C -1.87 -0.20 4.18
C -2.86 -1.11 3.90
C -3.01 -1.58 2.60
C -2.18 -1.10 1.60
N -1.22 -0.19 1.88
C -1.04 0.22 3.14
C -2.18 -1.59 0.20
C -3.22 -2.38 -0.30
C -3.12 -2.91 -1.57
C -1.98 -2.68 -2.32
C -0.96 -1.87 -1.83
C -1.05 -1.28 -0.56
H -1.68 0.17 5.18
H -3.50 -1.48 4.69
H -3.75 -2.34 2.37
H -0.24 0.93 3.30
H -4.11 -2.57 0.30
H -3.93 -3.52 -1.96
H -1.88 -3.12 -3.31
H -0.08 -1.69 -2.43
*
```

The molar mass comes out at 944.371 g/mol. The LUMO energy (alpha / beta) is 0.1341 / 0.1331 Eh. Its expectation value of S² is 0.7574. As for the energy relative to the best compared isomer or geometry (same formula, charge and spin): 1.501 eV.

Entry 8:
# C19H14CoN7O4S3

A molecular structure, C19H14CoN7O4S3 (ωB97M-V/def2-TZVPD, the Open Molecules 2025 dataset).

```
! RIJCOSX wB97M-V def2-TZVPD def2/J DEFGRID3
* xyz 0 5
Co -0.21 0.01 -1.05
C -4.48 2.98 -0.22
S -3.87 3.03 -1.93
C -2.48 1.97 -1.77
S -2.69 0.43 -1.09
N -1.36 2.44 -2.23
N -0.28 1.68 -2.19
C 0.87 2.20 -2.51
C 2.01 1.34 -2.46
C 3.27 1.70 -2.95
C 4.32 0.81 -2.82
C 4.09 -0.41 -2.19
C 2.80 -0.71 -1.76
N 1.80 0.13 -1.90
H -5.53 3.26 -0.24
H -3.91 3.70 0.35
H -4.34 1.99 0.19
H 0.95 3.24 -2.80
H 3.41 2.66 -3.43
H 5.30 1.06 -3.17
H 4.89 -1.12 -2.04
H 2.58 -1.64 -1.25
N -1.10 -3.10 -2.88
C -0.62 -2.99 -1.62
O -0.47 -1.86 -1.11
C -0.28 -4.19 -0.93
C -0.42 -5.43 -1.55
N -0.54 -6.45 -2.08
C 0.16 -4.15 0.39
N 0.51 -4.14 1.49
H -1.45 -2.28 -3.34
H -1.28 -4.00 -3.29
O 1.43 -0.91 0.95
C 0.65 -0.13 1.48
N -0.13 0.70 0.75
S -0.95 1.79 1.69
O -0.42 3.10 1.46
O -2.38 1.66 1.54
C -0.43 1.08 3.24
C -0.82 1.36 4.53
C -0.38 0.52 5.54
C 0.45 -0.56 5.25
C 0.86 -0.82 3.95
C 0.40 0.01 2.94
H -1.48 2.20 4.73
H -0.69 0.71 6.55
H 0.75 -1.22 6.05
H 1.49 -1.66 3.71
*
```

The molar mass comes out at 559.500 g/mol. The LUMO energy (alpha / beta) is -0.0780 / -0.1378 Eh. Its expectation value of S² is 6.0725. As for the energy relative to the best compared isomer or geometry (same formula, charge and spin): 1.610 eV.

Entry 9:
# C19H14FN3O5S2

C19H14FN3O5S2 in the gas phase (ωB97M-V/def2-TZVPD, the Open Molecules 2025 dataset).

```
! RIJCOSX wB97M-V def2-TZVPD def2/J DEFGRID3
* xyz 0 1
O 3.77 -1.08 -1.55
C 3.02 -2.00 -1.81
O 1.87 -2.40 -1.15
C 1.62 -1.74 0.02
C 1.09 -0.50 0.26
O 0.74 -0.07 1.52
C 1.26 -0.62 2.69
C 1.14 0.00 3.99
S -0.62 0.14 4.70
C -1.34 1.26 3.47
N -0.72 2.30 3.09
N -1.48 3.02 2.04
C -2.69 2.48 1.89
N -3.31 3.13 0.84
C -4.69 3.08 0.67
O -5.35 2.03 0.91
C -5.43 4.24 -0.07
C -5.61 5.54 0.66
C -6.85 4.71 0.24
S -2.95 0.98 2.76
C 2.01 -1.83 2.58
C 2.00 -2.50 1.28
O 2.36 -3.69 1.34
C 3.53 -2.97 -2.80
C 4.39 -2.54 -3.84
C 5.03 -3.32 -4.78
C 4.83 -4.70 -4.71
C 3.96 -5.22 -3.72
F 3.77 -6.54 -3.77
C 3.33 -4.39 -2.77
H 0.96 0.20 -0.59
H 1.66 0.96 3.94
H 1.75 -0.57 4.66
H -2.86 4.00 0.54
H -5.17 4.40 -1.18
H -5.21 5.51 1.70
H -5.37 6.43 0.11
H -7.50 5.21 -0.47
H -7.34 4.06 1.01
H 2.52 -2.37 3.37
H 4.50 -1.46 -4.02
H 5.60 -2.85 -5.56
H 5.22 -5.46 -5.47
H 2.59 -4.81 -2.02
*
```

The molar mass comes out at 447.469 g/mol. The LUMO energy is -0.0025 Eh. The structure (SMILES) is O=C(Oc1coc(CSc2nnc(NC(=O)C3CC3)s2)cc1=O)c1cccc(F)c1.

Entry 10:
# C19H14I2NiO6PSe

A molecular structure, C19H14I2NiO6PSe (ωB97M-V/def2-TZVPD, the Open Molecules 2025 dataset).

```
! RIJCOSX wB97M-V def2-TZVPD def2/J DEFGRID3
* xyz -1 3
Ni 1.24 -2.29 -0.92
O -1.13 -2.32 -3.91
C -0.66 -1.62 -3.03
O 0.57 -1.65 -2.63
C -1.57 -0.59 -2.36
C -2.75 -0.27 -3.05
C -3.61 0.69 -2.55
C -3.33 1.33 -1.36
C -2.18 1.01 -0.66
C -1.30 0.04 -1.15
P 0.22 -0.32 -0.19
C -0.38 -0.40 1.53
C -1.63 -0.97 1.79
C -2.01 -1.24 3.10
C -1.14 -0.98 4.15
C 0.10 -0.43 3.89
C 0.49 -0.15 2.59
C 1.04 1.30 -0.35
C 1.82 1.51 -1.48
C 2.43 2.74 -1.68
C 2.27 3.75 -0.75
C 1.49 3.55 0.37
C 0.87 2.32 0.58
H -2.94 -0.79 -3.97
H -4.51 0.94 -3.11
H -4.00 2.09 -0.97
H -1.96 1.51 0.28
H -2.29 -1.21 0.97
H -2.98 -1.68 3.29
H -1.44 -1.22 5.16
H 0.79 -0.24 4.71
H 1.48 0.25 2.40
H 1.94 0.72 -2.21
H 3.06 2.88 -2.55
H 2.77 4.71 -0.90
H 1.35 4.34 1.10
H 0.27 2.17 1.46
O 0.22 -3.22 0.78
Se 1.77 -3.67 1.00
O 2.03 -4.78 2.09
O 2.59 -2.27 1.41
O 2.29 -4.03 -0.51
I 3.52 -1.48 -0.28
I 5.19 -0.02 -2.09
*
```

The molar mass comes out at 760.750 g/mol. The LUMO energy (alpha / beta) is 0.0843 / 0.0686 Eh. Its expectation value of S² is 2.0089. As for the energy relative to the best compared isomer or geometry (same formula, charge and spin): 1.271 eV.

Entry 11:
# C19H14IN3O3Pt

A molecular structure, C19H14IN3O3Pt (ωB97M-V/def2-TZVPD, the Open Molecules 2025 dataset).

```
! RIJCOSX wB97M-V def2-TZVPD def2/J DEFGRID3
* xyz 0 1
Pt 0.36 0.60 -1.05
O 3.00 -2.93 -2.06
C 3.29 -3.22 -0.78
C 4.07 -4.36 -0.55
C 4.40 -4.73 0.74
C 3.97 -3.97 1.83
C 3.22 -2.84 1.60
C 2.87 -2.44 0.31
C 2.08 -1.21 0.11
O 1.46 -1.08 -1.04
N 2.03 -0.32 1.06
N 1.19 0.73 0.69
C 0.59 1.36 1.64
C -0.45 2.36 1.48
C -0.98 2.90 2.67
C -2.00 3.81 2.66
C -2.52 4.22 1.42
C -2.03 3.71 0.24
C -1.00 2.76 0.23
O -0.57 2.34 -0.94
H 2.35 -2.20 -2.06
H 4.39 -4.94 -1.41
H 4.99 -5.62 0.90
H 4.22 -4.27 2.84
H 2.89 -2.22 2.43
H 0.87 1.07 2.65
H -0.56 2.57 3.61
H -2.40 4.20 3.58
H -3.32 4.95 1.40
H -2.43 4.03 -0.71
I -5.02 0.11 0.47
C -3.73 0.27 -1.14
C -4.12 0.89 -2.32
C -3.22 0.96 -3.37
C -1.95 0.43 -3.19
N -1.56 -0.14 -2.04
C -2.45 -0.23 -1.04
H -5.11 1.30 -2.42
H -3.48 1.43 -4.30
H -1.22 0.45 -3.99
H -2.10 -0.71 -0.14
*
```

The molar mass comes out at 654.321 g/mol. The LUMO energy is -0.0161 Eh. As for the energy relative to the best compared isomer or geometry (same formula, charge and spin): 0.000 eV.

- Number 6 is which compound?
  C19H14ClHgN8O4